(1)
DFT (the ωB97M-V functional and the def2-TZVPD basis) results for a cluster of 11 separate species, C27H66N6O15 in total at a distorted geometry.

Properties
- Kohn-Sham gap: 8.88 eV
- Total energy: -68720.482 eV
- SMILES: COC(=O)OC.COC(=O)OC.CN(C)C=O.CN(C)C=O.CN(C)C=O.CN(C)C=O.CN(C)C=O.CN(C)C=O.CO.CO.CO
- Highest occupied orbital energy: -8.762 eV

Atoms and positions in Å:
C  2.890  2.478  -1.319
O  2.383  3.339  -2.376
C  2.971  4.490  -2.559
O  3.811  5.034  -1.857
O  2.506  5.033  -3.740
C  3.155  6.219  -4.174
H  2.365  1.560  -1.564
H  2.465  2.886  -0.406
H  3.972  2.415  -1.262
H  2.470  6.548  -4.942
H  4.126  6.014  -4.624
H  3.197  6.909  -3.330
C  -0.588  4.668  -1.721
O  -0.936  4.247  -0.386
C  -1.477  3.079  -0.272
O  -1.714  2.323  -1.182
O  -1.675  2.655  0.978
C  -1.399  3.505  2.100
H  0.269  4.105  -2.064
H  -0.413  5.725  -1.581
H  -1.475  4.480  -2.311
H  -2.173  4.221  2.350
H  -0.432  3.961  1.928
H  -1.332  2.727  2.855
C  -3.285  0.450  3.822
N  -4.560  0.889  3.390
C  -4.695  2.215  2.883
C  -5.621  -0.005  3.394
O  -6.778  0.191  3.060
H  -2.509  0.502  3.048
H  -3.458  -0.579  4.129
H  -2.955  1.013  4.707
H  -4.088  2.407  1.986
H  -5.754  2.232  2.638
H  -4.528  2.986  3.635
H  -5.393  -0.954  3.906
C  1.747  2.819  3.553
N  1.875  2.187  4.836
C  2.813  2.677  5.766
C  1.173  1.044  5.043
O  0.406  0.478  4.286
H  2.706  2.927  3.025
H  1.264  3.793  3.671
H  1.058  2.161  3.033
H  2.963  1.970  6.586
H  3.726  2.772  5.171
H  2.550  3.670  6.137
H  1.444  0.594  6.013
C  0.763  1.946  -5.099
N  1.277  0.625  -4.915
C  2.685  0.396  -4.809
C  0.434  -0.435  -5.012
O  -0.761  -0.380  -5.277
H  1.500  2.519  -5.664
H  0.532  2.500  -4.184
H  -0.082  1.741  -5.741
H  2.870  -0.601  -4.410
H  3.172  0.520  -5.776
H  3.170  1.086  -4.116
H  0.918  -1.420  -4.913
C  -0.231  -0.419  -1.498
N  0.411  -0.763  -0.267
C  0.305  0.185  0.806
C  1.253  -1.791  -0.183
O  1.975  -2.055  0.763
H  -0.012  -1.273  -2.143
H  0.161  0.500  -1.947
H  -1.308  -0.303  -1.492
H  0.994  -0.113  1.584
H  0.622  1.160  0.426
H  -0.757  0.262  1.061
H  1.173  -2.527  -1.009
C  0.922  -6.611  1.592
N  2.305  -6.468  1.464
C  3.099  -7.540  1.994
C  2.892  -5.395  0.909
O  4.093  -5.121  0.824
H  0.553  -6.775  2.611
H  0.667  -7.514  1.006
H  0.434  -5.771  1.105
H  4.160  -7.336  1.922
H  2.844  -7.785  3.030
H  2.894  -8.415  1.372
H  2.146  -4.617  0.678
C  -3.456  -0.977  0.217
N  -3.064  -2.339  0.407
C  -3.285  -2.918  1.704
C  -2.467  -3.029  -0.567
O  -1.995  -4.169  -0.505
H  -2.772  -0.272  0.716
H  -4.473  -0.814  0.586
H  -3.457  -0.777  -0.855
H  -3.052  -3.971  1.747
H  -2.734  -2.307  2.434
H  -4.364  -2.839  1.902
H  -2.311  -2.438  -1.481
C  -3.887  0.451  -3.719
O  -2.991  -0.648  -3.614
H  -4.792  0.068  -3.255
H  -3.482  1.291  -3.138
H  -4.161  0.727  -4.743
H  -2.227  -0.575  -4.213
C  -1.119  -4.141  -3.787
O  -1.931  -5.054  -3.052
H  -0.299  -4.617  -4.330
H  -1.838  -3.930  -4.555
H  -0.804  -3.188  -3.333
H  -1.940  -4.894  -2.092
C  4.630  -1.103  2.829
O  3.413  -1.760  3.179
H  4.997  -1.663  1.964
H  4.576  -0.041  2.535
H  5.266  -1.276  3.702
H  2.887  -1.867  2.369

(2)
DFT (the ωB97M-V functional and the def2-TZVPD basis) results for a cluster of 10 separate species, C27H66O28S7 in total at a distorted geometry.

Properties
- Kohn-Sham gap: 10.66 eV
- Total energy: -162241.450 eV
- SMILES: CCOS(C)(=O)=O.CCOS(C)(=O)=O.CCOS(C)(=O)=O.CCOS(C)(=O)=O.CCOS(C)(=O)=O.CCOS(C)(=O)=O.CCOS(C)(=O)=O.O=C1OCCO1.O=C1OCCO1.O
- Highest occupied orbital energy: -10.532 eV

Atoms and positions in Å:
C  14.813  -22.422  -28.848
C  15.980  -22.491  -27.896
O  15.832  -23.588  -26.987
S  16.853  -23.635  -25.720
C  18.444  -23.531  -26.547
O  16.677  -22.437  -24.943
O  16.732  -24.952  -25.148
H  13.884  -22.099  -28.385
H  14.631  -23.375  -29.353
H  15.057  -21.825  -29.730
H  16.895  -22.671  -28.464
H  16.058  -21.520  -27.397
H  19.265  -23.634  -25.845
H  18.527  -22.574  -27.054
H  18.510  -24.370  -27.238
C  9.429  -25.343  -32.145
C  9.722  -24.003  -32.787
O  11.059  -23.566  -32.493
S  11.250  -21.976  -32.196
C  12.142  -22.126  -30.656
O  12.187  -21.499  -33.171
O  9.959  -21.401  -31.926
H  9.723  -25.350  -31.093
H  9.869  -26.190  -32.674
H  8.373  -25.623  -32.121
H  9.578  -24.128  -33.861
H  8.948  -23.309  -32.469
H  12.373  -23.169  -30.464
H  11.502  -21.829  -29.824
H  12.986  -21.445  -30.659
C  14.094  -24.762  -23.294
C  12.789  -24.595  -22.543
O  12.788  -25.483  -21.395
S  11.585  -26.548  -21.235
C  11.717  -26.778  -19.427
O  10.312  -25.996  -21.610
O  12.048  -27.795  -21.820
H  14.102  -25.647  -23.938
H  14.953  -25.008  -22.669
H  14.273  -23.962  -24.011
H  12.712  -23.587  -22.136
H  11.933  -24.781  -23.187
H  11.080  -27.657  -19.320
H  11.316  -25.886  -18.959
H  12.718  -27.086  -19.147
C  17.406  -15.427  -23.467
C  16.389  -16.347  -24.097
O  17.127  -17.302  -24.849
S  16.416  -18.512  -25.640
C  15.735  -19.436  -24.224
O  15.343  -17.972  -26.436
O  17.438  -19.282  -26.289
H  17.013  -14.712  -22.744
H  17.921  -14.841  -24.226
H  18.074  -16.083  -22.904
H  15.764  -16.816  -23.333
H  15.690  -15.725  -24.663
H  15.113  -20.283  -24.494
H  15.273  -18.778  -23.495
H  16.637  -19.842  -23.761
C  18.210  -27.750  -26.531
C  17.948  -28.083  -25.069
O  19.172  -28.068  -24.339
S  19.344  -28.957  -22.994
C  19.886  -30.456  -23.855
O  20.395  -28.321  -22.247
O  18.030  -29.167  -22.440
H  18.581  -26.742  -26.734
H  17.240  -27.760  -27.036
H  18.901  -28.411  -27.056
H  17.328  -27.294  -24.640
H  17.424  -29.039  -25.000
H  20.829  -30.254  -24.361
H  19.174  -30.776  -24.609
H  20.066  -31.185  -23.067
C  16.020  -23.380  -32.723
C  15.983  -22.248  -33.705
O  15.251  -22.624  -34.879
S  15.254  -21.489  -36.075
C  13.696  -22.003  -36.745
O  15.082  -20.191  -35.488
O  16.368  -21.760  -36.935
H  16.676  -24.233  -32.911
H  15.028  -23.809  -32.550
H  16.317  -23.091  -31.711
H  15.561  -21.354  -33.245
H  16.993  -21.970  -34.024
H  13.693  -23.063  -36.984
H  13.609  -21.409  -37.654
H  12.960  -21.809  -35.970
C  19.310  -22.499  -21.798
C  20.371  -23.507  -22.224
O  20.636  -23.303  -23.614
S  21.834  -24.092  -24.356
C  21.120  -25.741  -24.234
O  21.810  -23.718  -25.743
O  23.050  -24.034  -23.595
H  18.359  -22.601  -22.320
H  19.648  -21.516  -22.141
H  19.197  -22.555  -20.718
H  21.309  -23.465  -21.668
H  19.950  -24.499  -22.030
H  20.061  -25.644  -24.448
H  21.338  -26.044  -23.209
H  21.539  -26.555  -24.820
O  12.548  -24.947  -26.985
C  11.638  -25.371  -26.367
O  11.727  -26.207  -25.305
C  10.435  -26.637  -24.877
C  9.527  -25.589  -25.570
O  10.352  -25.086  -26.615
H  10.176  -27.648  -25.183
H  10.232  -26.543  -23.813
H  9.302  -24.707  -24.972
H  8.681  -26.082  -26.042
O  22.387  -20.194  -31.148
C  21.453  -20.099  -30.418
O  20.158  -20.096  -30.814
C  19.349  -19.653  -29.743
C  20.266  -19.705  -28.520
O  21.567  -19.815  -29.120
H  19.004  -18.633  -29.912
H  18.476  -20.231  -29.434
H  20.101  -20.616  -27.945
H  20.263  -18.800  -27.921
O  16.129  -25.508  -29.999
H  16.711  -25.755  -30.727
H  16.500  -25.960  -29.232

(3)
DFT (the ωB97M-V functional and the def2-TZVPD basis) results for a structure of composition C27H67B3O10 at a distorted geometry.

Properties
- Kohn-Sham gap: 10.43 eV
- Total energy: -51598.282 eV
- Highest occupied orbital energy: -9.974 eV

Atoms and positions in Å:
C  -4.797  1.214  0.875
C  -4.783  2.437  -0.057
C  -3.454  3.207  -0.070
C  -2.688  3.086  -1.386
C  -1.259  3.608  -1.267
C  -0.249  2.641  -0.604
C  -0.768  1.228  -0.318
B  0.127  0.467  0.713
O  0.759  1.096  1.786
B  0.295  0.553  2.998
C  -0.288  1.456  4.125
C  0.139  2.919  4.006
O  1.526  3.017  3.726
O  0.287  -0.829  3.074
B  -0.215  -1.420  1.922
O  -1.157  -2.383  1.973
C  -2.321  -2.097  1.160
C  -3.461  -2.993  1.551
C  -3.685  -3.054  3.057
O  0.244  -0.920  0.697
H  -5.316  1.430  1.803
H  -5.313  0.381  0.403
H  -3.789  0.871  1.102
H  -5.551  3.117  0.309
H  -5.083  2.158  -1.063
H  -3.634  4.262  0.127
H  -2.835  2.856  0.759
H  -2.726  2.063  -1.756
H  -3.225  3.709  -2.101
H  -0.906  3.930  -2.243
H  -1.316  4.516  -0.666
H  0.168  3.111  0.281
H  0.587  2.525  -1.291
H  -0.755  0.640  -1.232
H  -1.769  1.230  0.114
H  -1.380  1.422  4.025
H  -0.080  1.069  5.120
H  -0.463  3.400  3.234
H  -0.069  3.453  4.931
H  1.614  3.347  2.830
H  -2.050  -2.205  0.113
H  -2.613  -1.055  1.316
H  -3.360  -3.988  1.122
H  -4.354  -2.564  1.094
H  -2.927  -3.656  3.544
H  -4.674  -3.450  3.269
H  -3.645  -2.052  3.481
C  3.692  1.689  -0.855
C  4.202  2.339  0.422
C  5.064  1.385  1.235
O  3.114  2.810  1.212
H  3.070  0.821  -0.614
H  3.079  2.391  -1.422
H  4.515  1.355  -1.488
H  4.783  3.228  0.170
H  4.494  0.502  1.536
H  5.409  1.877  2.144
H  5.933  1.052  0.665
H  2.572  2.049  1.461
C  7.356  5.332  2.390
C  6.350  5.847  3.409
C  6.203  4.892  4.585
O  5.083  6.074  2.796
H  7.021  4.374  1.982
H  7.449  6.030  1.558
H  8.341  5.189  2.836
H  6.674  6.823  3.773
H  5.834  3.922  4.240
H  5.483  5.281  5.304
H  7.156  4.737  5.093
H  4.750  5.230  2.471
C  -4.803  -3.070  -2.314
C  -4.624  -1.589  -2.612
C  -4.472  -1.328  -4.100
O  -3.482  -1.084  -1.917
H  -3.931  -3.627  -2.661
H  -4.904  -3.236  -1.241
H  -5.687  -3.470  -2.813
H  -5.481  -1.037  -2.221
H  -3.575  -1.833  -4.461
H  -4.358  -0.261  -4.296
H  -5.333  -1.694  -4.661
H  -2.718  -1.568  -2.253
C  1.582  -5.244  0.893
C  1.575  -5.426  -0.615
C  2.760  -4.729  -1.267
O  0.349  -4.950  -1.180
H  1.509  -4.186  1.146
H  0.728  -5.748  1.345
H  2.497  -5.642  1.334
H  1.603  -6.491  -0.852
H  2.717  -3.653  -1.076
H  2.744  -4.874  -2.348
H  3.705  -5.109  -0.879
H  0.286  -4.007  -0.988
C  -0.528  -4.462  -6.226
C  -0.805  -3.367  -5.210
C  0.385  -3.149  -4.288
O  -1.977  -3.681  -4.449
H  -0.334  -5.410  -5.716
H  -1.389  -4.605  -6.878
H  0.340  -4.221  -6.841
H  -1.042  -2.438  -5.733
H  0.594  -4.063  -3.726
H  0.174  -2.360  -3.565
H  1.280  -2.874  -4.850
H  -1.804  -4.499  -3.968

(4)
DFT (the ωB97M-V functional and the def2-TZVPD basis) results for a cluster of 8 separate species, C27H67IN17O7 in total at a distorted geometry.

Properties
- Kohn-Sham gap: 7.85 eV
- Total energy: -76849.804 eV
- Highest occupied orbital energy: -10.790 eV
- Net charge: +1

Atoms and positions in Å:
C  6.197  -0.088  0.614
C  5.123  -1.216  0.970
C  4.384  -0.827  2.313
C  2.931  -0.241  2.117
C  2.748  0.659  0.826
C  1.723  -0.075  -0.136
C  1.421  0.781  -1.423
C  -0.079  0.473  -1.894
C  -1.138  1.317  -1.058
C  -2.044  0.391  -0.132
C  -2.011  0.803  1.366
C  -1.924  2.123  1.891
N  -1.848  3.383  1.188
C  -3.190  3.554  0.487
C  -3.712  5.014  0.735
N  -1.887  2.024  3.305
C  -1.949  0.679  3.551
I  -1.916  0.160  5.625
N  -2.022  -0.114  2.456
C  -2.060  -1.590  2.495
C  -3.300  -2.242  1.778
C  -3.041  -2.804  0.328
C  -1.731  -3.650  0.172
C  -1.572  -4.218  -1.310
H  7.230  -0.510  0.451
H  5.846  0.407  -0.335
H  6.201  0.723  1.391
H  4.425  -1.427  0.120
H  5.721  -2.142  1.183
H  5.004  -0.134  2.942
H  4.273  -1.777  2.911
H  2.191  -1.091  2.064
H  2.686  0.372  3.031
H  3.702  0.949  0.324
H  2.244  1.612  1.158
H  2.201  -1.039  -0.475
H  0.820  -0.320  0.481
H  1.445  1.876  -1.189
H  2.089  0.498  -2.272
H  -0.148  0.684  -2.998
H  -0.212  -0.636  -1.790
H  -0.591  2.104  -0.470
H  -1.808  1.800  -1.819
H  -1.577  -0.632  -0.178
H  -3.091  0.400  -0.523
H  -1.803  4.070  1.954
H  -3.075  3.291  -0.591
H  -3.895  2.821  0.974
H  -4.643  5.134  0.133
H  -3.960  5.125  1.822
H  -2.893  5.712  0.425
H  -1.801  2.776  3.989
H  -1.063  -1.960  2.157
H  -2.137  -1.869  3.583
H  -4.164  -1.522  1.709
H  -3.691  -3.107  2.384
H  -3.118  -2.023  -0.478
H  -3.895  -3.513  0.111
H  -1.599  -4.444  0.953
H  -0.850  -2.952  0.302
H  -0.676  -4.884  -1.336
H  -1.313  -3.319  -1.937
H  -2.523  -4.709  -1.623
C  -4.319  6.413  -2.842
O  -3.925  5.491  -2.143
N  -5.553  6.962  -2.704
N  -3.553  6.969  -3.821
H  -5.895  7.718  -3.269
H  -6.150  6.578  -1.992
H  -2.633  6.589  -3.955
H  -3.857  7.726  -4.406
C  5.135  3.754  -0.470
O  5.619  2.896  0.246
N  3.865  4.223  -0.300
N  5.821  4.319  -1.503
H  3.448  4.928  -0.878
H  3.329  3.829  0.453
H  6.760  3.998  -1.659
H  5.442  5.026  -2.104
C  -6.854  4.308  -5.119
O  -7.753  4.983  -4.646
N  -5.540  4.559  -4.869
N  -7.090  3.244  -5.938
H  -4.785  4.017  -5.247
H  -5.331  5.339  -4.267
H  -8.050  3.029  -6.145
H  -6.367  2.676  -6.338
C  2.690  -4.295  0.841
O  3.550  -3.841  1.571
N  1.391  -4.439  1.237
N  2.948  -4.698  -0.434
H  0.667  -4.811  0.652
H  1.164  -4.153  2.173
H  3.894  -4.606  -0.760
H  2.253  -5.074  -1.052
C  -2.529  -3.293  8.613
O  -1.806  -2.589  9.293
N  -3.102  -4.433  9.084
N  -2.824  -2.995  7.313
H  -3.700  -5.025  8.539
H  -2.906  -4.683  10.038
H  -2.414  -2.158  6.937
H  -3.416  -3.556  6.729
C  9.300  -3.140  0.302
O  8.362  -2.427  -0.010
N  9.480  -4.386  -0.219
N  10.249  -2.753  1.199
H  10.245  -4.988  0.024
H  8.800  -4.707  -0.885
H  10.149  -1.839  1.605
H  11.028  -3.323  1.469
C  -1.607  -3.335  -5.326
O  -0.719  -2.948  -4.585
N  -2.909  -3.417  -4.933
N  -1.373  -3.717  -6.611
H  -3.654  -3.732  -5.526
H  -3.121  -3.143  -3.990
H  -0.423  -3.670  -6.937
H  -2.088  -4.038  -7.237